*A*
# C3H7N4S

A cluster of 2 separate species, C3H7N4S in total (ωB97M-V/def2-TZVPD, the Open Molecules 2025 dataset).

Each line ends with the Löwdin charge.
Element x y z (Å)
H: -1.963 -0.568 -0.883  0.0481
H: 0.025 -2.962 0.713  0.1713
S: -0.236 0.639 1.166  1.1448
H: -1.934 0.770 -1.812  0.0689
C: 1.126 0.688 -0.068  -0.5106
C: -0.336 -1.031 1.433  -0.3559
H: -2.646 0.767 -0.332  -0.0095
H: 1.623 2.671 0.238  0.1471
N: -1.897 0.454 -0.833  -0.0097
C: 0.298 -1.817 0.559  -0.2429
H: 2.523 1.871 -0.964  0.1635
H: -0.921 -1.323 2.332  0.1151
N: 1.555 -0.425 -0.729  0.0657
N: 1.105 -1.568 -0.458  0.0524
N: 1.678 1.832 -0.361  0.1517

Computed properties:
* total charge: +1
* molar mass: 131.18 g/mol
* 2S+1: 1
* frontier orbital gap: 7.56 eV
* E_HOMO: -0.4936 hartree

*B*
# C3H7N4S

The ion C3H7N4S with charge +1 (ωB97M-V/def2-TZVPD, the Open Molecules 2025 dataset).

Each line ends with the Löwdin charge.
Element x y z (Å)
H: -1.440 1.815 -0.904  0.1552
H: -1.404 1.371 1.008  0.1783
N: -3.568 -1.033 0.252  0.3208
H: 2.397 1.397 0.094  0.0771
H: 3.520 -0.884 1.148  0.0138
H: 4.049 -1.494 -0.183  0.0624
N: -1.344 -0.339 -0.378  0.1208
C: 1.410 0.941 0.086  -0.3968
N: 3.433 -0.766 0.174  -0.3612
H: -0.905 -0.937 -1.067  0.1542
N: 0.286 1.463 0.050  -0.0385
H: -4.659 -1.125 0.134  0.2175
C: -1.075 1.145 -0.080  -0.1409
C: -2.523 -0.733 -0.182  -0.1692
S: 1.824 -0.820 -0.151  0.8066

Computed properties:
* total charge: +1
* molar mass: 131.18 g/mol
* SMILES string: [NH+]#CNC/N=C\SN
* 2S+1: 1
* frontier orbital gap: 8.30 eV
* E_HOMO: -0.4467 hartree

Most stable of them? *A*.